# 1
ORCA calculation (the ωB97M-V functional and the def2-TZVPD basis) on a molecular structure, C4H11ClI2O2PSc at a distorted geometry.

Geometry as XYZ:
```
22
Properties=species:S:1:pos:R:3:lowdin_charge:R:1
I -1.3100 0.1816 -6.0990 0.111
I -1.0228 2.8221 -5.7195 0.112
Sc -1.7375 0.4033 0.3947 0.681
P 0.5405 0.1036 0.7006 0.703
C 1.6177 0.1876 -0.7790 -0.219
C 1.2961 1.3160 1.8471 -0.207
H 0.4107 -1.6116 2.3833 0.042
H 2.0497 -1.5744 1.6552 0.085
H 0.6794 -2.3141 0.7746 0.063
C 0.9751 -1.5092 1.4528 -0.212
H 0.7363 1.2885 2.7855 0.041
H 2.3505 1.0828 2.0308 0.085
H 2.6678 0.0327 -0.5103 0.080
H 1.5045 1.1657 -1.2545 0.063
H 1.2107 2.3182 1.4186 0.067
H 1.3092 -0.5783 -1.4958 0.063
C -1.5828 0.6325 -1.4048 -0.058
O -1.4835 0.7801 -2.5616 0.181
Cl -1.9402 0.1042 2.7531 0.142
O -2.6499 -1.4333 0.1974 -0.081
H -2.1110 -2.0521 0.7518 0.122
H -3.5107 -1.3458 0.6787 0.134
```

As for the spin multiplicity: 1. As for the net charge: +2. The energy above the lowest of the compared OMol25 structures with the same formula, charge and spin is 268.3 kJ/mol. The HOMO-LUMO gap is 3.402 eV. The maximum force is 18.0 eV/Å.

---

# 2
ORCA calculation (the ωB97M-V functional and the def2-TZVPD basis) on a molecular structure, C21H16Co2NO6 at a distorted geometry.

Geometry as XYZ:
```
46
Properties=species:S:1:pos:R:3:lowdin_charge:R:1
C -0.2310 -3.4072 -2.1339 -0.061
C 1.0834 -2.8239 -1.8354 -0.323
C 1.4581 -1.7818 -0.9748 -0.042
C 2.8510 -1.5706 -1.1480 -0.044
C 3.3141 -2.5356 -2.0474 -0.349
C 4.6724 -2.7965 -2.5343 -0.060
N 2.2286 -3.2692 -2.4475 0.081
H -0.9999 -2.6297 -2.0449 0.084
H -0.2707 -3.8143 -3.1538 0.075
H -0.4906 -4.2202 -1.4381 0.074
H 0.7925 -1.2581 -0.3128 0.057
H 3.4517 -0.8088 -0.6741 0.100
H 5.2305 -1.8539 -2.5651 0.081
H 5.2096 -3.4849 -1.8669 0.075
H 4.6541 -3.2405 -3.5360 0.072
H 2.2730 -4.0470 -3.1046 0.160
O -1.2931 4.8834 -1.9465 0.064
C -1.1142 4.2384 -0.9901 -0.222
Co -1.8094 3.1773 0.3754 0.049
C -3.3402 4.0835 0.5929 -0.108
O -4.3184 4.6890 0.6857 0.094
C -2.3339 1.7411 -0.4703 -0.134
O -2.7462 0.8422 -1.0731 0.112
C -0.6013 3.4950 1.6254 -0.270
C -1.1804 2.2275 1.7292 -0.291
C -1.1711 1.1448 2.5359 -0.102
C -1.7653 -0.1470 2.2311 -0.246
C -2.7972 -0.6885 3.0283 -0.045
C -3.2947 -1.9640 2.7677 -0.108
C -2.6982 -2.7583 1.7787 -0.110
C -1.6270 -2.2547 1.0318 -0.080
C -1.2382 -0.9280 1.1904 -0.047
Co 0.7181 3.8385 0.1783 0.000
C 1.7682 5.1591 -0.3270 -0.182
O 2.5244 6.0127 -0.5248 0.079
C 0.9483 2.3475 -0.7881 -0.112
O 0.9958 1.3376 -1.3522 0.100
C 1.8774 3.5909 1.4853 -0.174
O 2.5864 3.4985 2.3923 0.125
H -0.6004 4.2581 2.4089 0.075
H -0.7859 1.2821 3.5643 0.110
H -3.1937 -0.0785 3.8368 0.105
H -4.1420 -2.3402 3.3401 0.090
H -3.0474 -3.7762 1.5944 0.090
H -1.0967 -2.8951 0.3240 0.074
H -0.4503 -0.4749 0.5930 0.083
```

As for the spin multiplicity: 1. As for the net charge: -1. The energy above the lowest of the compared OMol25 structures with the same formula, charge and spin is 0.0 kJ/mol. The HOMO-LUMO gap is 6.817 eV. The maximum force is 5.3 eV/Å.